No. 1
Computed, not measured: one molecule with the formula C6H11N5, with ωB97M-V with the def2-TZVPD basis set.

The geometry in XYZ format:
```
22
Properties=species:S:1:pos:R:3:forces:R:3
C -2.046098 -0.082073 -2.496932 -0.448 -1.213 -2.984
C -2.415139 0.860324 -1.502024 -1.341 2.050 3.189
C -1.005537 -0.988765 -2.254057 1.168 -0.460 0.260
C -1.701821 0.832804 -0.336540 -1.388 2.629 0.013
C -0.252325 -0.948172 -1.113676 -2.170 -0.576 -3.262
C -0.596434 0.024974 -0.162770 2.492 1.102 5.400
N 0.708476 1.426036 1.456941 -1.639 -0.227 2.334
N 1.431936 -0.899041 2.653228 -0.027 3.052 0.350
N 2.336524 -0.414416 0.512237 0.557 -0.345 0.576
N 0.153399 0.093802 1.158621 -1.720 0.319 -2.996
N 1.153151 -0.941948 1.276851 0.395 2.288 -1.311
H -2.533631 -0.131654 -3.486924 0.203 0.196 0.769
H -3.334571 1.506764 -1.479337 1.086 -0.850 -0.582
H -0.756569 -1.704448 -3.035183 -0.049 0.042 0.205
H -1.907339 1.601151 0.444530 -0.103 -0.865 -0.523
H 0.465500 -1.640440 -0.979331 2.294 -2.073 0.622
H 0.151769 1.908088 2.248532 0.922 -1.585 -1.287
H 0.453534 1.991725 0.689249 0.217 0.650 -1.388
H 1.667750 0.192615 2.827189 -0.174 -3.069 -0.076
H 2.271056 -1.417884 2.667933 1.263 -0.650 0.875
H 2.602139 -1.065047 -0.234376 -0.170 0.059 0.723
H 3.154230 -0.204394 1.145837 -1.369 -0.473 -0.908
```
Positions in Å, forces in eV/Å.

Computed properties:
2S+1 = 3
Net charge = 0
Energy relative to the best compared isomer or geometry (same formula, charge and spin) = 221.6 kJ/mol
Molecular weight = 153.19 g/mol
HOMO energy (spin up / spin down) = -4.474 / -8.987 eV
⟨S²⟩ = 2.026
E_LUMO (spin up / spin down) = 0.95 / -2.30 eV

No. 2
Computed, not measured: C12H11BrCl2O2V as an isolated structure, with ωB97M-V with the def2-TZVPD basis set.

The geometry in XYZ format:
```
29
Properties=species:S:1:pos:R:3:forces:R:3
C -2.463723 -0.128662 -0.395487 -0.604 -0.327 0.522
C -1.996078 -0.721316 0.854982 -0.921 0.297 -1.314
C -1.395211 0.316669 1.609799 -1.211 1.312 0.451
H -1.897834 -1.796270 0.993719 -0.258 0.311 0.436
C -1.384450 1.523692 0.835629 -1.154 0.302 0.193
C -2.082346 1.228782 -0.389283 -1.170 0.786 0.597
H -2.371048 1.899540 -1.185500 0.554 0.080 0.023
H -2.980645 -0.575878 -1.261112 0.538 -0.041 0.761
H -0.818628 0.260914 2.547962 -0.669 -0.260 -0.596
H -0.870365 2.471171 1.103633 -0.539 -0.933 -0.220
V -0.363403 0.051484 -0.206649 6.658 -1.201 -2.592
Br 2.577836 0.041681 -0.007455 -1.334 -0.084 1.002
C 1.965661 1.226683 -2.632834 -0.879 0.184 -1.128
C 0.791545 2.002754 -2.892587 0.830 -0.432 0.528
C -0.226639 1.123447 -3.332369 -0.806 -0.140 1.342
H 0.675491 3.072328 -2.673703 0.089 -0.494 -0.311
C 0.294823 -0.209290 -3.320472 0.106 -0.289 0.860
C 1.658915 -0.143226 -2.917358 -0.378 0.776 -0.286
H 2.309858 -1.012439 -2.817844 -0.177 0.468 0.075
H 2.889039 1.650368 -2.229115 -0.441 -0.427 -0.322
H -1.274381 1.393097 -3.501757 0.426 -0.077 -0.211
H -0.271996 -1.126391 -3.521757 0.318 0.432 -0.240
Cl 1.377740 -0.963227 5.517313 -0.093 -0.271 0.035
C 1.231150 -2.062933 4.163273 0.251 -0.230 -2.354
Cl 0.140872 -3.442074 4.418481 -0.056 -0.042 0.493
C 0.817362 -1.385325 2.778166 0.380 2.111 -0.328
O 0.810345 -2.110852 1.752157 -0.739 0.911 1.470
O 0.654590 -0.107707 2.850599 1.388 -2.735 0.301
H 2.201522 -2.477030 3.859567 -0.110 0.012 0.810
```
Positions in Å, forces in eV/Å.

Computed properties:
2S+1 = 3
Net charge = -1
Energy relative to the best compared isomer or geometry (same formula, charge and spin) = 280.5 kJ/mol
Molecular weight = 388.97 g/mol
HOMO energy (spin up / spin down) = -3.572 / -3.538 eV
⟨S²⟩ = 2.040
E_LUMO (spin up / spin down) = 0.97 / 1.94 eV

No. 3
Computed, not measured: C19H28BF4O2V as an isolated structure, with ωB97M-V with the def2-TZVPD basis set.

The geometry in XYZ format:
```
55
Properties=species:S:1:pos:R:3:forces:R:3
O -0.116396 0.042936 0.365583 1.006 -0.435 -2.159
C 0.914193 -0.499896 -0.617244 -0.418 0.004 1.396
C 0.416313 0.404142 -1.729360 -0.194 0.091 0.357
H 0.733489 -1.574182 -0.737562 0.085 0.266 -0.069
H 1.923370 -0.318185 -0.225865 -0.299 -0.050 -0.135
C -0.727756 0.814973 -0.778027 -0.111 -0.144 0.408
H 0.100939 -0.104429 -2.639432 0.084 0.049 0.045
H 1.095326 1.229733 -1.951991 -0.083 -0.131 -0.047
C -2.057011 0.193964 -1.136044 -0.458 -0.061 -0.054
H -1.982873 -0.900686 -1.155435 0.006 0.237 -0.048
H -2.369235 0.538964 -2.133384 0.101 -0.076 0.251
H -2.844946 0.479130 -0.422538 0.279 -0.131 -0.186
C -0.838179 2.279413 -0.444071 -0.060 0.391 0.091
H 0.149668 2.733592 -0.306000 -0.211 -0.095 0.021
H -1.426731 2.434758 0.474767 0.214 -0.114 -0.317
H -1.349165 2.805923 -1.264088 0.142 -0.146 0.171
V -0.026168 0.032866 2.475689 -0.756 1.828 0.940
C 0.979340 1.699461 4.096555 1.347 -1.608 0.055
C 1.975537 0.561993 3.974355 -1.562 2.256 -0.226
C 2.369759 0.523680 2.641380 -0.757 1.107 0.137
H 2.074872 -0.220149 4.708636 0.832 0.458 -0.144
C 1.718127 1.608153 1.964394 -0.242 -0.567 -0.709
C 0.781457 2.245813 2.832775 1.577 -0.334 -0.104
H 0.161312 3.095417 2.622918 -0.142 0.149 -0.255
H 0.327246 1.871217 4.958703 0.802 0.374 -0.620
H 3.076743 -0.167850 2.258527 0.549 -0.302 -0.522
H 1.939556 1.907853 0.951655 -0.130 -0.047 -0.099
C -1.644967 -0.487750 4.425377 -0.975 -0.495 0.442
C -2.012342 0.753575 3.723480 0.522 -1.479 1.856
C -2.335040 0.399250 2.438162 -0.054 -1.282 -1.223
H -1.971522 1.727645 4.195884 -0.267 -0.146 -0.202
C -2.111112 -1.036038 2.278360 -0.155 1.062 -1.535
C -1.607930 -1.553290 3.453753 -0.244 0.083 1.223
H -1.296022 -2.578477 3.685080 -0.312 0.542 -0.222
H -1.308146 -0.625688 5.487301 -3.933 -0.651 -1.862
H -2.770165 1.066386 1.722316 -0.053 0.030 -0.355
H -2.298667 -1.599902 1.374569 -0.035 0.139 0.013
O 0.692205 -1.669797 -4.809058 0.328 0.018 -1.834
C 0.244476 -0.568994 -5.647477 -0.054 0.596 0.552
C 0.403821 -0.962042 -7.121536 0.005 -0.663 0.565
H 0.863132 0.328989 -5.421434 -0.258 -0.478 -0.069
H -0.797078 -0.331634 -5.369434 0.362 -0.122 -0.142
C 1.619872 -1.905054 -7.051569 -0.177 0.557 0.678
H 0.551003 -0.106745 -7.776820 -0.047 0.021 0.029
H -0.478448 -1.528815 -7.442873 0.126 0.164 -0.061
C 1.385764 -2.601106 -5.702942 -0.104 -0.499 0.380
H 2.539166 -1.307826 -6.998993 -0.116 -0.162 -0.119
H 1.680081 -2.598748 -7.886995 0.038 -0.039 0.051
H 2.320608 -2.915492 -5.211692 -0.336 0.152 -0.149
H 0.757827 -3.506954 -5.847398 0.214 0.492 0.175
F 0.077601 -0.242589 4.642784 2.123 -0.630 0.880
B 0.064173 -0.004603 6.393499 1.947 1.017 -1.043
F 1.240085 0.613567 6.470076 0.954 0.489 1.438
F -0.959253 0.842325 6.655278 -0.221 -0.589 0.566
F 0.152112 -1.318779 6.557401 -0.879 -1.097 1.790
```
Positions in Å, forces in eV/Å.

Computed properties:
2S+1 = 3
Net charge = 0
Energy relative to the best compared isomer or geometry (same formula, charge and spin) = 438.4 kJ/mol
Molecular weight = 426.18 g/mol
HOMO energy (spin up / spin down) = -6.757 / -6.969 eV
⟨S²⟩ = 2.344
E_LUMO (spin up / spin down) = 0.05 / 0.28 eV

No. 4
Computed, not measured: a 4-piece molecular cluster, C40H80BrClO3PS overall, with ωB97M-V with the def2-TZVPD basis set.

The geometry in XYZ format:
```
127
Properties=species:S:1:pos:R:3:forces:R:3
C -0.698781 0.788502 -0.488189 0.020 0.258 0.045
C -0.859640 -0.241214 -1.610906 -0.170 0.578 -0.340
C -2.001322 -1.286637 -1.544921 0.119 0.590 0.135
C -3.316207 -0.465638 -1.545948 -0.019 -0.210 -0.310
P -1.959031 -2.749096 -0.294596 0.510 -0.099 0.062
C -0.153193 -2.388146 0.371480 0.491 -0.384 0.007
C 1.103071 -2.587030 -0.488956 0.823 0.483 0.341
C 2.236313 -1.602958 -0.096361 0.080 0.023 -0.229
C 3.084324 -1.268522 -1.323251 -0.965 -0.064 0.534
S 4.361239 -0.081708 -1.043390 1.145 -0.873 -1.263
O 5.310222 -0.610851 -0.112964 -0.383 0.271 0.526
O 4.871743 0.344452 -2.313644 -0.285 0.293 0.098
Cl 3.400329 1.524029 -0.246353 -0.076 -0.031 0.188
C -2.612465 -1.647121 1.190626 -0.215 0.075 0.351
C -2.384641 -2.255943 2.582080 -0.223 0.678 0.446
C -1.199918 -1.735869 3.360211 0.457 -0.570 -0.067
C -0.336211 -2.657528 3.966799 0.107 0.780 0.140
C 0.784755 -2.223664 4.671399 -0.292 -0.110 -0.255
C 1.074929 -0.868092 4.778139 -0.168 -0.100 -0.036
C 0.217512 0.056888 4.194992 -0.318 -0.376 -0.306
C -0.905606 -0.381891 3.490151 0.253 -0.011 0.209
C -1.246948 -4.027570 -1.590705 0.069 -1.000 0.788
C -0.492700 -5.149601 -0.886992 0.884 1.129 -0.514
C 0.513457 -5.898818 -1.666704 -0.616 0.565 0.599
O -0.750905 -6.456529 -1.345444 -0.444 -0.776 0.092
C -3.799968 -3.345114 -0.767250 -0.244 -0.303 0.444
Br -4.342535 -3.331569 -2.685774 0.004 -0.092 -0.172
C -4.112724 -4.748553 -0.218738 -0.394 0.356 -0.490
C -4.583769 -4.725162 1.235905 0.048 -0.041 -0.007
H 0.013258 0.546389 0.296984 0.014 -0.243 0.048
H -0.374948 1.739123 -0.912969 0.170 0.085 -0.057
H -1.646323 1.006936 -0.005321 -0.158 -0.063 0.093
H 0.118415 -0.604922 -1.926601 0.031 -0.451 0.277
H -1.146785 0.372575 -2.472880 -0.017 0.026 -0.146
H -1.957097 -1.761721 -2.522064 -0.016 -0.305 -0.031
H -3.813335 -0.599828 -2.503596 -0.138 0.028 -0.076
H -3.142659 0.604938 -1.453099 0.070 0.116 0.230
H -4.032699 -0.766093 -0.789540 -0.007 0.055 0.107
H -1.999637 -3.876717 0.641898 -0.112 -0.069 -0.048
H -0.014983 -3.048139 1.231074 -0.189 -0.166 0.076
H -0.078743 -1.410241 0.837525 -0.256 0.269 -0.182
H 0.970451 -2.485275 -1.565347 -0.428 -0.018 -0.061
H 1.543691 -3.570445 -0.335342 -0.238 -0.298 -0.159
H 1.832083 -0.678562 0.309581 -0.130 0.025 0.022
H 2.875427 -2.041996 0.665573 0.040 0.016 0.202
H 3.566678 -2.167443 -1.699055 0.470 0.077 -0.064
H 2.444410 -0.887177 -2.113958 0.061 0.293 -0.146
H -2.143357 -0.664316 1.196039 0.206 0.044 -0.278
H -3.676061 -1.411108 1.125322 -0.108 -0.203 -0.194
H -2.339083 -3.342801 2.571073 0.072 -0.155 -0.216
H -3.248305 -2.003719 3.206508 -0.178 -0.139 0.017
H -0.551022 -3.709653 3.864342 0.039 -0.187 -0.003
H 1.440394 -2.961447 5.109854 0.129 -0.020 0.100
H 1.961135 -0.556669 5.308588 0.098 0.135 0.061
H 0.408293 1.118363 4.241675 0.136 0.115 0.121
H -1.549499 0.347750 3.021476 -0.113 0.107 -0.076
H -0.593127 -3.619893 -2.359123 -0.173 0.238 -0.120
H -2.015808 -4.632510 -2.071719 -0.330 0.612 -0.371
H -0.293434 -5.016894 0.167458 -0.240 -0.363 0.318
H 1.329891 -6.367300 -1.140172 0.413 -0.066 -0.292
H 0.586119 -5.515515 -2.673217 0.503 -0.431 -0.344
H -4.570724 -2.724262 -0.321298 -0.021 0.346 -0.161
H -4.946866 -5.114770 -0.813590 -0.077 -0.220 -0.056
H -3.289913 -5.440102 -0.386442 0.182 -0.050 0.126
H -5.029527 -3.766011 1.492854 -0.015 0.190 -0.013
H -5.369733 -5.463945 1.376562 0.030 -0.228 0.160
H -3.786419 -4.905263 1.949928 0.109 -0.071 0.050
C -2.876718 7.108261 1.578563 -0.054 -0.045 -0.092
C -4.022661 6.104135 1.666467 0.015 0.095 0.067
C -4.058693 5.339257 2.988629 -0.018 -0.044 0.014
C -2.825975 4.476147 3.264959 0.049 0.029 -0.013
C -2.524136 3.427168 2.195425 -0.075 -0.101 0.081
C -3.633674 2.391968 2.028410 0.105 0.043 -0.086
H -1.904851 6.618415 1.649375 0.008 0.003 0.015
H -2.903554 7.643877 0.628296 0.015 0.023 0.013
H -2.944349 7.846058 2.381179 0.030 -0.011 0.023
H -3.962471 5.406010 0.827852 -0.009 -0.027 0.013
H -4.969389 6.638973 1.550413 -0.011 -0.020 -0.028
H -4.954047 4.712376 3.012374 0.006 -0.012 -0.008
H -4.173347 6.054554 3.810152 0.002 0.021 -0.015
H -2.964685 3.971962 4.226628 0.001 -0.018 -0.004
H -1.949680 5.119258 3.388356 -0.010 0.013 0.009
H -1.600981 2.908896 2.470081 0.028 0.018 -0.040
H -2.325662 3.911870 1.235457 0.019 0.006 0.001
H -3.808895 1.857373 2.964900 -0.030 -0.001 0.001
H -3.361618 1.657300 1.269426 -0.052 -0.053 0.032
H -4.574173 2.849918 1.717160 -0.009 0.001 0.008
C 6.208519 0.700377 2.842987 -0.037 0.072 0.144
C 5.463866 2.005220 3.111993 0.027 -0.066 -0.071
C 6.131689 3.224532 2.478544 -0.028 0.051 0.023
C 7.541106 3.525432 2.992076 0.015 -0.036 -0.017
C 7.642296 3.746736 4.500614 0.003 0.110 -0.024
C 6.835451 4.944944 4.993378 0.034 -0.088 0.068
H 7.216896 0.714525 3.262536 -0.001 0.014 0.010
H 5.679537 -0.141828 3.291258 0.006 -0.031 -0.039
H 6.284281 0.513310 1.773547 0.029 -0.030 -0.020
H 5.350757 2.151572 4.190561 -0.007 0.040 -0.002
H 4.451396 1.920037 2.708722 -0.007 -0.001 0.031
H 5.494066 4.100654 2.630539 0.007 0.004 0.001
H 6.182173 3.077257 1.395235 -0.011 -0.029 0.000
H 7.915478 4.416733 2.477523 0.008 0.011 0.015
H 8.213541 2.711647 2.708490 -0.010 -0.011 -0.011
H 8.693808 3.899709 4.759409 0.004 -0.030 0.015
H 7.324648 2.847817 5.035170 0.000 -0.022 -0.022
H 7.169527 5.864084 4.507097 -0.030 0.008 -0.023
H 6.952241 5.074505 6.070725 -0.005 0.031 -0.004
H 5.770370 4.823694 4.792591 -0.005 0.010 -0.014
C -0.445721 1.537145 -8.023500 0.114 -0.027 0.026
C 0.025905 0.085746 -8.019246 -0.071 0.042 -0.087
C -1.109000 -0.919875 -7.830923 -0.009 -0.043 0.028
C -1.859920 -0.800276 -6.502861 0.003 0.047 -0.010
C -0.987687 -0.934696 -5.256214 -0.035 -0.107 0.002
C -0.305079 -2.294415 -5.138583 0.034 0.109 0.031
H -0.914703 1.810949 -7.077779 -0.019 -0.001 -0.001
H 0.393659 2.216739 -8.180726 -0.020 0.020 -0.011
H -1.169688 1.707716 -8.823483 -0.034 0.003 0.020
H 0.783303 -0.050128 -7.243152 -0.009 -0.026 0.013
H 0.522493 -0.126079 -8.970604 0.032 -0.008 0.016
H -0.707418 -1.931894 -7.931669 0.005 -0.003 0.012
H -1.827966 -0.801526 -8.648857 0.013 0.020 -0.014
H -2.637968 -1.568987 -6.473309 0.000 -0.009 0.026
H -2.385664 0.158158 -6.465058 -0.007 0.000 -0.013
H -1.616319 -0.783169 -4.375855 0.010 0.021 -0.039
H -0.233173 -0.142213 -5.232449 -0.019 0.027 -0.010
H -1.044638 -3.096927 -5.104183 0.004 -0.014 0.019
H 0.286371 -2.346815 -4.222131 -0.021 -0.042 0.014
H 0.369636 -2.484580 -5.976192 0.001 -0.007 -0.006
```
Positions in Å, forces in eV/Å.

Computed properties:
Net charge = -1
Energy relative to the best compared isomer or geometry (same formula, charge and spin) = 46.1 kJ/mol
Molecular weight = 787.48 g/mol
HOMO energy = -4.563 eV
E_LUMO = 2.08 eV

| no. | energy (eV) |
| --- | --- |
| 1 | -13842.3586 |
| 2 | -137490.2919 |
| 3 | -61485.1297 |
| 4 | -151607.2494 |